Record 1
8
Properties=species:S:1:pos:R:3 method="wB97M-V/def2-TZVPD" fmax_ev_per_a=6.91 orbital_gap_ev="8.83 / 7.66" homo_ev="-9.2 / -8.3" relative_energy_kcal_mol=218.56 charge=0 multiplicity=1 e_tot_ha=-282.90971
C 1.0491 0.2796 0.2068
C 0.1452 -0.1897 -0.8811
N 1.8989 1.0993 -1.5513
O 0.7437 0.5254 -1.9866
O 1.9725 0.9568 -0.2702
H 0.4165 1.1417 1.8565
H 0.3512 -1.1855 -1.0144
H -0.8657 0.1610 -0.8629



Record 2
8
Properties=species:S:1:pos:R:3 method="wB97M-V/def2-TZVPD" fmax_ev_per_a=1.97 orbital_gap_ev=9.64 homo_ev=-9.8 relative_energy_kcal_mol=64.99 charge=0 multiplicity=1 e_tot_ha=-283.15443
C 0.1501 -0.3739 0.5887
C 1.1454 -0.2769 -0.5060
H -2.3412 1.1592 -0.0798
H 0.4513 -0.9981 1.4088
H 2.1231 -0.6771 -0.1639
N -1.0309 0.1044 0.6879
O -1.5131 0.8222 -0.3772
O 1.0154 0.2401 -1.5584



Record 3
8
Properties=species:S:1:pos:R:3 method="wB97M-V/def2-TZVPD" fmax_ev_per_a=3.24 orbital_gap_ev=10.60 homo_ev=-9.8 relative_energy_kcal_mol=78.22 charge=0 multiplicity=1 e_tot_ha=-283.13336
C 0.9304 0.4461 -0.6615
C -1.9956 -0.4719 -0.1564
N 0.3400 -0.4337 0.0210
O -2.3922 0.5826 -0.0854
O 0.8145 -0.8302 1.1927
H 0.4684 0.9622 -1.5387
H 1.8562 0.9754 -0.4595
H -0.0217 -1.2304 1.6878



Record 4
8
Properties=species:S:1:pos:R:3 method="wB97M-V/def2-TZVPD" fmax_ev_per_a=1.24 orbital_gap_ev="7.46 / 6.99" homo_ev="-8.6 / -8.3" relative_energy_kcal_mol=186.34 charge=0 multiplicity=1 e_tot_ha=-282.96106
C -1.2272 -0.1611 0.1575
C 0.2040 -0.0878 0.3150
O 2.4137 0.0172 -0.1438
O 2.0923 1.2581 -0.7323
N 1.2974 -0.5547 0.1347
H -1.7514 0.0458 1.0927
H -1.4929 0.6140 -0.5733
H -1.5359 -1.1315 -0.2505



Record 5
9
Properties=species:S:1:pos:R:3 method="wB97M-V/def2-TZVPD" fmax_ev_per_a=6.19 orbital_gap_ev=9.60 homo_ev=-9.6 relative_energy_kcal_mol=69.57 charge=0 multiplicity=1 e_tot_ha=-681.34845
C 0.2454 1.1211 0.0161
C -1.1726 -0.7217 -0.0971
H 2.4064 -0.4033 0.0416
H -0.8099 1.6982 0.4604
H -1.3124 -1.9026 0.5514
N 0.0600 -0.2415 -0.1454
O 1.3444 1.7346 -0.2680
O -2.1596 -0.0518 -0.3521
S 1.3982 -1.2331 -0.2068



Record 6
9
Properties=species:S:1:pos:R:3 method="wB97M-V/def2-TZVPD" fmax_ev_per_a=2.99 orbital_gap_ev=10.49 homo_ev=-10.2 relative_energy_kcal_mol=69.31 charge=0 multiplicity=1 e_tot_ha=-681.34886
C 0.7620 -0.8399 0.2707
C -1.6957 0.2717 0.1990
H 1.0523 0.8159 -1.2607
H 0.9020 -1.6032 1.0175
H -1.2300 0.6809 1.1338
N 1.7860 -0.0232 0.2583
O 1.8097 0.9453 -0.6685
O -2.7738 0.5612 -0.1791
S -0.6123 -0.8088 -0.7712